Entry 1:
Below is C3H6CsFO2 as an isolated structure at a distorted geometry, with properties calculated with wB97M-V/def2-TZVPD.

Geometry as XYZ:
```
13
C3H6CsFO2 wB97M-V/def2-TZVPD
O 2.345 -0.479 0.820
C 1.805 -0.002 -0.221
C 0.419 0.190 -0.371
O -0.298 -0.394 0.686
C -1.667 -0.043 0.756
Cs 1.686 -1.518 3.279
H 2.445 0.412 -1.020
H 0.092 1.210 -0.648
H -2.158 -0.270 -0.202
H -2.131 -0.639 1.549
H -1.788 1.032 0.957
H -0.192 0.238 -2.207
F -0.557 0.262 -3.378
```

- 2S+1: 1
- Calculated total energy: -388.300147 Ha
- Kohn-Sham gap: 5.81 eV
- Net charge: 0
- Lowest unoccupied orbital energy: -0.883 eV
- Highest occupied orbital energy: -6.690 eV
- F_max: 0.0910 hartree/bohr
- Energy above the lowest of the compared OMol25 structures with the same formula, charge and spin: 70.3 kJ/mol

---

Entry 2:
Below is C3H6CsO4 as an isolated structure at a distorted geometry, with properties calculated with wB97M-V/def2-TZVPD.

Geometry as XYZ:
```
14
C3H6CsO4 wB97M-V/def2-TZVPD
O 0.524 -2.057 -0.515
C 0.420 -3.022 0.334
O -0.512 -3.052 1.176
O 1.429 -3.745 0.590
Cs 3.607 -0.172 -0.713
O 0.257 1.213 -0.219
C -0.062 2.425 0.395
H 0.593 2.618 1.253
H -1.075 2.313 0.821
H 0.062 3.239 -0.334
C -0.993 0.094 -0.590
H -1.598 0.848 -1.112
H -1.532 -0.104 0.348
H -1.119 -0.600 -1.434
```

- 2S+1: 2
- Calculated total energy: -438.849864 Ha
- Kohn-Sham gap (alpha / beta): 7.29 / 7.06 eV
- Net charge: 0
- Lowest unoccupied orbital energy (alpha / beta): -1.052 / -1.046 eV
- Highest occupied orbital energy (alpha / beta): -8.346 / -8.104 eV
- F_max: 0.0988 hartree/bohr
- Energy above the lowest of the compared OMol25 structures with the same formula, charge and spin: 217.7 kJ/mol

---

Entry 3:
Below is C3H6EuO3 as an isolated structure at a distorted geometry, with properties calculated with wB97M-V/def2-TZVPD.

Geometry as XYZ:
```
13
C3H6EuO3 wB97M-V/def2-TZVPD
O -2.616 -1.198 1.537
Eu -0.868 -1.978 0.574
C 2.090 -0.162 0.152
O 0.665 -0.250 0.017
C 0.045 0.884 -0.569
C -1.293 0.402 -1.071
O -2.377 0.845 -1.124
H 2.454 -1.167 0.389
H 2.524 0.187 -0.794
H 2.334 0.529 0.968
H 0.635 1.261 -1.420
H -0.111 1.680 0.177
H -3.482 -1.032 1.166
```

- 2S+1: 8
- Calculated total energy: -1053.187663 Ha
- Kohn-Sham gap (alpha / beta): 5.45 / 8.53 eV
- Net charge: +2
- Lowest unoccupied orbital energy (alpha / beta): -12.339 / -10.930 eV
- Highest occupied orbital energy (alpha / beta): -17.790 / -19.456 eV
- F_max: 0.0934 hartree/bohr
- Energy above the lowest of the compared OMol25 structures with the same formula, charge and spin: 333.0 kJ/mol

---

Entry 4:
Below is C3H6F12O3P2Zn as an isolated structure at a distorted geometry, with properties calculated with wB97M-V/def2-TZVPD.

Geometry as XYZ:
```
27
C3H6F12O3P2Zn wB97M-V/def2-TZVPD
Zn 0.184 0.106 -0.325
C -5.533 0.627 2.457
C -4.340 1.093 1.681
O -3.547 0.247 1.149
O -4.008 2.255 1.911
H -5.968 -0.171 1.855
H -6.270 1.409 2.640
H -5.137 0.251 3.400
C 3.095 3.547 -0.055
O 1.808 3.064 0.405
H 3.124 4.637 -0.042
H 3.860 3.078 0.565
H 3.274 3.333 -1.109
P 2.674 -2.918 2.435
F 1.352 -2.013 2.366
F 1.718 -3.989 3.216
F 2.277 -3.496 0.905
F 3.976 -3.915 2.344
F 3.420 -1.769 1.561
F 3.189 -2.223 3.824
P 0.147 -0.446 -4.538
F -0.940 -0.535 -5.676
F -0.617 0.666 -3.623
F -0.684 -1.373 -3.457
F 1.261 -0.236 -3.357
F 0.731 -1.885 -5.086
F 0.956 0.656 -5.447
```

- 2S+1: 1
- Calculated total energy: -4004.328940 Ha
- Kohn-Sham gap: 3.01 eV
- Net charge: -2
- Lowest unoccupied orbital energy: -0.378 eV
- Highest occupied orbital energy: -3.389 eV
- F_max: 0.0664 hartree/bohr

---

Entry 5:
Below is an isolated ion of composition C3H6F2N and charge +1 at a distorted geometry, with properties calculated with wB97M-V/def2-TZVPD.

Geometry as XYZ:
```
12
C3H6F2N wB97M-V/def2-TZVPD
N 0.661 -0.865 0.532
C -0.423 0.056 0.618
C -1.529 -0.461 0.257
F -1.332 -1.592 -0.419
C -3.044 -0.071 0.013
F -3.317 1.307 -0.176
H 1.628 -0.541 0.797
H 0.637 -1.320 -0.439
H 0.437 -1.664 1.137
H -0.452 1.147 1.048
H -3.331 -0.628 0.916
H -3.721 -0.523 -0.992
```

- Structure (SMILES): [NH3+]/C=C(\F)CF
- 2S+1: 1
- Calculated total energy: -372.014440 Ha
- Kohn-Sham gap: 11.28 eV
- Net charge: +1
- Lowest unoccupied orbital energy: -4.173 eV
- Highest occupied orbital energy: -15.455 eV
- F_max: 0.1210 hartree/bohr
- Energy above the lowest of the compared OMol25 structures with the same formula, charge and spin: 109.7 kJ/mol

---

Entry 6:
Below is a 2-piece molecular cluster, C3H6F2OP2 overall at a distorted geometry, with properties calculated with wB97M-V/def2-TZVPD.

Geometry as XYZ:
```
14
C3H6F2OP2 wB97M-V/def2-TZVPD
H 2.478 0.748 1.951
P 2.519 -0.104 0.644
C 0.869 -0.003 0.412
O -0.210 0.236 1.170
C -0.383 -0.332 -0.204
P -1.306 -1.977 -0.109
C -0.846 0.674 -1.198
F -2.010 0.197 -1.757
H -0.411 -2.574 0.776
H -0.555 -2.629 -1.028
H -0.128 0.711 -2.135
H -1.281 1.601 -0.749
F -0.089 2.619 2.229
H -0.314 1.705 2.188
```

- Structure (SMILES): [H]/P=C1\O[C@@]1(P)CF.F
- 2S+1: 1
- Calculated total energy: -1075.443755 Ha
- Kohn-Sham gap: 9.24 eV
- Net charge: 0
- Lowest unoccupied orbital energy: -0.127 eV
- Highest occupied orbital energy: -9.372 eV
- F_max: 0.0492 hartree/bohr
- Energy above the lowest of the compared OMol25 structures with the same formula, charge and spin: 129.7 kJ/mol

---

Entry 7:
Below is a 2-piece molecular cluster, C3H6F3NS overall at a distorted geometry, with properties calculated with wB97M-V/def2-TZVPD.

Geometry as XYZ:
```
14
C3H6F3NS wB97M-V/def2-TZVPD
C -0.534 0.072 -1.687
C -1.459 1.138 0.332
C 2.074 -1.048 1.465
N -0.876 -0.065 -0.304
F 2.913 -2.080 1.139
F 2.453 -0.019 0.715
F 2.245 -0.837 2.804
S -0.835 -1.495 0.451
H 0.516 0.503 -1.941
H -0.423 -0.840 -2.100
H -1.289 0.408 -2.301
H -1.416 0.960 1.372
H -0.890 1.997 -0.157
H -2.478 1.305 0.213
```

- 2S+1: 1
- Calculated total energy: -870.308430 Ha
- Kohn-Sham gap (alpha / beta): 8.27 / 7.37 eV
- Net charge: 0
- Lowest unoccupied orbital energy (alpha / beta): -0.767 / -0.843 eV
- Highest occupied orbital energy (alpha / beta): -9.036 / -8.211 eV
- F_max: 0.0727 hartree/bohr
- Energy above the lowest of the compared OMol25 structures with the same formula, charge and spin: 281.0 kJ/mol

---

Entry 8:
Below is C3H6F6N3P3 as an isolated structure at a distorted geometry, with properties calculated with wB97M-V/def2-TZVPD.

Geometry as XYZ:
```
21
C3H6F6N3P3 wB97M-V/def2-TZVPD
C 0.997 0.078 -0.225
C 1.414 0.304 1.177
C 2.193 -0.315 -1.144
N 0.151 1.085 -0.913
N -1.716 -1.743 0.180
N -1.989 1.015 0.910
F 0.626 -2.813 0.140
F -0.101 -1.912 -1.834
F -1.951 2.423 -1.235
F -0.801 3.157 0.610
F -3.957 -0.491 -0.241
F -3.206 -0.836 2.013
P -0.148 -1.520 -0.306
P -1.030 1.740 -0.090
P -2.578 -0.416 0.646
H 0.701 0.229 1.956
H 1.722 1.340 1.209
H 2.183 -0.422 1.185
H 1.778 -0.389 -2.124
H 2.911 -1.068 -0.712
H 2.800 0.554 -1.205
```

- 2S+1: 1
- Calculated total energy: -1905.717932 Ha
- Kohn-Sham gap: 10.34 eV
- Net charge: 0
- Lowest unoccupied orbital energy: 0.255 eV
- Highest occupied orbital energy: -10.086 eV
- F_max: 0.0930 hartree/bohr
- Energy above the lowest of the compared OMol25 structures with the same formula, charge and spin: 0.0 kJ/mol

---

Entry 9:
Below is a single C3H6FIO molecule at a distorted geometry, with properties calculated with wB97M-V/def2-TZVPD.

Geometry as XYZ:
```
12
C3H6FIO wB97M-V/def2-TZVPD
C 0.456 -0.500 1.514
C 0.149 0.545 0.351
C -0.258 0.042 -0.973
O -0.822 -1.180 -1.192
F 0.795 0.078 -1.803
I -1.771 1.913 -2.097
H -0.442 -0.937 1.861
H 1.194 -1.247 1.302
H 0.807 0.173 2.286
H -0.605 1.305 0.697
H 1.006 1.257 0.135
H -0.509 -1.449 -2.080
```

- Structure (SMILES): CC[C@](O)(F)I
- 2S+1: 1
- Calculated total energy: -590.669304 Ha
- Kohn-Sham gap: 8.29 eV
- Net charge: 0
- Lowest unoccupied orbital energy: -0.688 eV
- Highest occupied orbital energy: -8.979 eV
- F_max: 0.0500 hartree/bohr
- Energy above the lowest of the compared OMol25 structures with the same formula, charge and spin: 42.6 kJ/mol

---

Q: net charge of number 9 (C3H6FIO)?
A: 0